1.
{"formula": "C22H51N7O19", "method": "the ωB97M-V functional and the def2-TZVPD basis", "species": ["C", "N", "O", "O", "H", "H", "H", "C", "N", "O", "O", "H", "H", "H", "C", "N", "O", "O", "H", "H", "H", "C", "N", "O", "O", "H", "H", "H", "C", "N", "O", "O", "H", "H", "H", "C", "N", "O", "O", "H", "H", "H", "C", "N", "O", "O", "H", "H", "H", "C", "C", "C", "O", "H", "H", "H", "H", "H", "H", "C", "C", "C", "O", "H", "H", "H", "H", "H", "H", "C", "C", "C", "O", "H", "H", "H", "H", "H", "H", "C", "C", "C", "O", "H", "H", "H", "H", "H", "H", "C", "C", "C", "O", "H", "H", "H", "H", "H", "H"], "xyz": [[0.794, -21.989, 9.284], [1.189, -20.529, 9.248], [0.396, -19.657, 9.575], [2.318, -20.288, 8.877], [-0.290, -22.082, 9.350], [1.249, -22.332, 10.212], [1.268, -22.404, 8.395], [8.224, -17.206, 5.398], [8.676, -16.963, 6.747], [8.622, -15.784, 7.131], [9.225, -17.844, 7.385], [7.554, -18.064, 5.355], [9.132, -17.348, 4.811], [7.772, -16.304, 4.985], [4.246, -13.289, 6.392], [4.944, -13.836, 5.208], [6.119, -14.165, 5.235], [4.159, -13.893, 4.241], [4.258, -12.211, 6.234], [4.697, -13.652, 7.316], [3.205, -13.576, 6.243], [5.016, -20.428, 4.126], [5.067, -20.687, 5.592], [5.149, -21.858, 5.919], [5.130, -19.680, 6.313], [4.013, -20.708, 3.803], [5.759, -21.087, 3.677], [5.204, -19.369, 3.948], [5.359, -22.401, 9.340], [5.420, -23.794, 9.769], [5.238, -24.091, 10.967], [5.727, -24.637, 8.880], [6.342, -21.960, 9.174], [4.879, -21.876, 10.165], [4.766, -22.387, 8.425], [6.061, -16.336, 13.118], [4.914, -17.303, 13.016], [5.248, -18.476, 12.865], [3.817, -16.846, 13.034], [5.770, -15.539, 13.802], [6.326, -15.904, 12.153], [6.912, -16.808, 13.607], [9.312, -19.959, 10.632], [8.437, -20.481, 11.700], [7.580, -21.314, 11.393], [8.535, -20.051, 12.885], [8.725, -19.241, 10.059], [9.681, -20.778, 10.014], [10.113, -19.378, 11.088], [0.755, -16.415, 9.309], [1.743, -15.341, 9.029], [2.931, -15.127, 9.956], [1.702, -14.696, 8.031], [-0.226, -16.011, 9.062], [0.656, -16.581, 10.382], [0.933, -17.346, 8.771], [3.585, -15.985, 10.110], [2.550, -14.724, 10.895], [3.556, -14.383, 9.462], [11.750, -15.364, 8.308], [11.322, -15.043, 9.694], [10.073, -15.725, 10.194], [11.915, -14.197, 10.391], [10.959, -15.210, 7.574], [12.223, -16.346, 8.305], [12.513, -14.602, 8.146], [9.153, -15.386, 9.716], [9.816, -15.464, 11.220], [9.984, -16.793, 9.999], [2.276, -17.112, 5.601], [1.091, -17.889, 5.102], [0.789, -17.953, 3.589], [0.231, -18.291, 5.924], [3.125, -17.209, 4.925], [2.590, -17.577, 6.536], [2.082, -16.051, 5.760], [-0.260, -17.806, 3.330], [1.067, -18.930, 3.194], [1.307, -17.198, 2.998], [6.666, -13.601, 9.574], [7.282, -12.618, 8.612], [8.783, -12.354, 8.732], [6.622, -11.958, 7.809], [5.584, -13.477, 9.575], [6.937, -13.476, 10.623], [6.915, -14.627, 9.303], [9.418, -13.202, 8.475], [9.082, -12.057, 9.737], [9.019, -11.543, 8.042], [5.346, -18.774, 9.761], [6.027, -17.555, 9.216], [5.367, -16.841, 8.051], [7.071, -17.136, 9.697], [4.559, -18.401, 10.416], [5.997, -19.194, 10.528], [4.948, -19.441, 8.996], [5.734, -17.333, 7.150], [5.660, -15.794, 7.986], [4.279, -16.846, 8.126]], "forces_ev_per_a": [[0.25, 0.85, 0.32], [-0.74, 0.93, -0.09], [0.21, -1.11, -0.02], [0.34, -0.26, -0.06], [0.24, 0.13, -0.25], [0.04, -0.31, -0.20], [-0.27, -0.24, 0.29], [-0.32, 0.00, -1.54], [1.17, 2.11, 1.81], [-0.26, -1.39, -0.36], [-0.64, -0.08, -0.46], [0.25, 0.00, 0.09], [-0.04, -0.47, 0.06], [-0.25, -0.09, 0.45], [-0.35, 0.07, -0.03], [-1.33, -0.20, -1.00], [-1.05, 0.16, -0.20], [2.04, -0.35, 0.49], [0.43, -0.01, 0.53], [-0.04, 0.40, -0.26], [0.24, -0.23, 0.44], [-0.24, -0.04, -0.07], [0.93, 0.71, 0.03], [-0.37, 1.14, 0.41], [-0.27, -1.68, -0.32], [0.12, 0.00, -0.09], [-0.16, 0.15, -0.04], [-0.02, -0.25, 0.06], [-0.90, 0.78, 0.37], [1.37, -3.21, 0.25], [0.14, 0.81, -2.47], [-0.84, 1.85, 2.00], [0.05, -0.51, 0.03], [0.00, 0.15, -0.26], [0.16, 0.15, 0.11], [0.33, 0.59, 1.17], [2.88, -0.65, -0.50], [-0.87, 0.72, 0.21], [-1.57, 0.11, 0.00], [-0.37, 0.04, -0.27], [-0.22, -0.43, -0.08], [-0.12, -0.39, -0.53], [0.42, 0.72, 0.13], [-1.58, -0.41, 3.03], [1.22, 0.97, -0.17], [0.35, -0.65, -3.18], [-0.23, -0.22, -0.14], [-0.22, 0.09, 0.18], [-0.01, -0.36, 0.10], [-1.13, 0.52, 1.00], [1.47, -1.50, 0.89], [-0.05, 0.58, -0.23], [-0.45, 1.30, -1.85], [-0.06, -0.20, -0.57], [0.45, -0.47, 0.05], [0.10, 0.13, 0.03], [-0.52, -0.32, 0.28], [0.28, -0.20, 0.25], [-0.11, 0.19, 0.16], [1.05, 1.02, 0.14], [-0.26, 1.53, 1.97], [-0.96, 0.19, 0.53], [-1.16, -1.87, -1.50], [-0.08, -0.51, 0.14], [-0.29, -0.12, -0.36], [0.25, -0.23, -0.48], [0.26, 0.37, -0.81], [0.70, -0.32, 0.30], [0.51, -0.08, 0.13], [0.85, -1.00, -0.08], [-3.46, 0.46, 1.38], [0.27, 0.02, 0.10], [2.43, 0.51, -2.18], [0.02, 0.17, -0.21], [-0.12, 0.21, 0.19], [-0.34, -0.07, -0.06], [-0.14, -0.20, 0.63], [0.11, -0.10, 0.03], [0.42, 0.00, 0.28], [-0.79, -0.05, 0.02], [0.28, 1.40, -0.39], [-0.16, 0.19, -0.42], [0.65, -1.25, 1.18], [-0.06, -0.10, -0.30], [0.58, 0.25, -0.11], [0.13, -0.07, -0.07], [-0.26, -0.26, -0.04], [-0.23, -0.03, 0.13], [0.03, -0.03, 0.06], [0.39, 0.55, 0.74], [0.37, 0.47, -0.02], [0.19, 0.33, 0.30], [-0.54, -0.19, -0.19], [-0.68, 0.02, -0.37], [0.22, -0.62, -0.50], [0.04, 0.02, 0.20], [-0.41, -0.12, -0.18], [0.29, -0.10, 0.13], [0.03, -0.47, -0.27]], "e_tot_ev": -72953.2955, "molar_mass_g_mol": 717.7, "lumo_energy_ev": -0.813, "homo_lumo_gap_ha": 0.3259, "e_homo_ev": -9.7, "smiles": "C[N+](=O)[O-].C[N+](=O)[O-].C[N+](=O)[O-].C[N+](=O)[O-].C[N+](=O)[O-].C[N+](=O)[O-].C[N+](=O)[O-].CC(C)=O.CC(C)=O.CC(C)=O.CC(C)=O.CC(C)=O"}

***

2.
{"formula": "C22H51O8PSi2", "method": "the ωB97M-V functional and the def2-TZVPD basis", "species": ["C", "C", "O", "C", "C", "O", "C", "Si", "O", "Si", "C", "C", "C", "C", "C", "P", "O", "C", "C", "C", "C", "H", "H", "H", "H", "H", "H", "H", "H", "H", "H", "H", "H", "H", "H", "H", "H", "H", "H", "H", "H", "H", "H", "H", "H", "H", "H", "H", "H", "H", "H", "H", "H", "H", "H", "H", "C", "C", "O", "C", "C", "O", "H", "H", "H", "H", "H", "H", "H", "H", "C", "C", "O", "C", "C", "O", "H", "H", "H", "H", "H", "H", "H", "H"], "xyz": [[-6.985, -2.564, 0.638], [-6.402, -3.816, 0.005], [-5.008, -3.606, -0.202], [-4.437, -4.537, -1.097], [-2.924, -4.454, -1.004], [-2.419, -3.787, -2.143], [-1.018, -3.561, -2.038], [-0.564, -2.272, -0.729], [0.663, -1.364, -1.370], [1.423, 0.028, -0.913], [2.997, -0.384, -0.012], [3.774, 0.831, 0.538], [4.245, 0.722, 1.993], [3.108, 0.488, 2.984], [5.019, 1.985, 2.370], [0.056, 1.017, 0.649], [-0.175, 0.123, 1.824], [1.676, 1.016, -2.484], [0.356, 1.118, -3.266], [2.388, 2.373, -2.362], [1.611, 3.441, -1.581], [-7.381, -1.873, -0.106], [-7.781, -2.810, 1.340], [-6.195, -2.054, 1.190], [-6.876, -4.042, -0.959], [-6.546, -4.682, 0.661], [-4.788, -5.553, -0.868], [-4.732, -4.304, -2.127], [-2.667, -3.898, -0.091], [-2.465, -5.449, -0.929], [-0.489, -4.506, -1.838], [-0.685, -3.218, -3.021], [-0.107, -2.893, 0.534], [-1.737, -1.408, -0.462], [2.769, -1.106, 0.776], [3.600, -0.930, -0.749], [3.197, 1.763, 0.447], [4.658, 0.989, -0.088], [4.940, -0.127, 2.047], [3.509, 0.340, 3.990], [2.433, 1.350, 3.015], [2.489, -0.376, 2.742], [4.383, 2.871, 2.283], [5.887, 2.136, 1.723], [5.378, 1.933, 3.400], [-1.110, 1.441, -0.038], [0.607, 2.293, 0.914], [2.347, 0.353, -3.051], [0.060, 0.154, -3.682], [-0.481, 1.462, -2.650], [0.449, 1.827, -4.095], [2.587, 2.732, -3.377], [3.369, 2.229, -1.901], [0.544, 3.208, -1.521], [1.985, 3.558, -0.562], [1.703, 4.422, -2.045], [-2.863, -6.278, 5.602], [-3.613, -7.178, 4.642], [-4.913, -6.668, 4.324], [-5.114, -5.718, 3.385], [-3.934, -5.103, 2.676], [-6.244, -5.384, 3.152], [-2.650, -5.306, 5.159], [-1.914, -6.740, 5.877], [-3.448, -6.125, 6.508], [-3.042, -7.365, 3.731], [-3.817, -8.143, 5.102], [-3.653, -4.194, 3.209], [-4.256, -4.807, 1.680], [-3.059, -5.745, 2.612], [2.892, 9.076, -4.194], [2.776, 9.071, -2.685], [2.777, 7.743, -2.146], [3.911, 7.047, -1.920], [5.242, 7.625, -2.335], [3.820, 5.960, -1.419], [3.847, 8.671, -4.527], [2.809, 10.098, -4.568], [2.091, 8.483, -4.635], [3.553, 9.674, -2.214], [1.816, 9.478, -2.373], [5.470, 7.248, -3.334], [5.995, 7.240, -1.654], [5.283, 8.710, -2.363]], "forces_ev_per_a": [[0.01, 0.00, 0.02], [-0.01, 0.00, -0.06], [0.02, 0.04, -0.05], [0.01, -0.05, -0.01], [0.02, 0.11, -0.04], [-0.01, -0.04, 0.04], [0.04, -0.08, -0.03], [-0.04, 0.10, 0.03], [-0.10, 0.06, 0.22], [0.08, 0.08, 0.00], [0.11, -0.02, -0.11], [0.06, 0.10, -0.02], [0.09, -0.02, -0.06], [-0.06, 0.05, -0.03], [0.08, -0.03, 0.02], [0.10, -0.11, -0.27], [-0.02, 0.03, -0.03], [-0.02, -0.04, -0.06], [-0.11, 0.03, -0.07], [0.05, -0.04, 0.11], [-0.08, 0.03, 0.00], [0.08, 0.01, -0.01], [-0.01, -0.03, -0.05], [-0.05, -0.03, 0.04], [-0.05, 0.05, 0.04], [0.05, 0.00, 0.00], [0.02, 0.02, 0.07], [-0.01, -0.07, 0.01], [-0.04, -0.05, 0.03], [-0.03, -0.01, -0.03], [-0.04, -0.01, -0.06], [0.00, 0.06, 0.06], [0.01, -0.04, -0.03], [0.01, -0.04, -0.04], [-0.06, 0.03, 0.01], [0.05, -0.01, 0.12], [-0.07, -0.08, 0.05], [-0.05, 0.06, 0.03], [-0.08, -0.01, 0.03], [-0.04, 0.03, -0.03], [0.06, 0.00, 0.00], [0.04, -0.01, -0.01], [-0.01, -0.05, 0.01], [-0.05, -0.02, -0.01], [-0.02, 0.00, -0.02], [-0.01, 0.01, 0.05], [-0.02, -0.01, 0.14], [-0.03, 0.05, -0.02], [0.03, 0.00, 0.05], [0.06, 0.03, 0.01], [0.05, -0.06, 0.02], [-0.06, -0.01, 0.02], [-0.01, 0.04, -0.06], [0.03, 0.00, -0.04], [-0.01, -0.06, -0.01], [0.03, 0.00, 0.04], [-0.01, -0.01, 0.00], [-0.01, 0.01, 0.01], [0.03, -0.01, -0.02], [-0.03, -0.10, -0.06], [0.04, 0.01, 0.00], [-0.01, 0.04, 0.01], [0.01, 0.00, 0.00], [0.00, 0.00, 0.00], [0.00, 0.01, 0.00], [-0.02, -0.01, 0.02], [0.02, 0.00, 0.01], [0.02, 0.00, 0.00], [-0.02, 0.05, 0.04], [-0.01, 0.03, -0.01], [-0.01, 0.00, 0.01], [-0.01, -0.01, 0.00], [0.03, 0.03, 0.02], [-0.06, 0.02, 0.00], [0.02, -0.02, -0.02], [0.04, -0.03, 0.00], [0.00, 0.00, 0.00], [0.00, 0.00, 0.00], [0.01, 0.00, 0.00], [-0.02, -0.01, 0.00], [0.00, 0.01, -0.02], [0.01, 0.02, 0.00], [0.00, 0.01, -0.01], [0.01, -0.01, 0.02]], "e_tot_ev": -65067.4415, "molar_mass_g_mol": 530.8, "lumo_energy_ev": 0.631, "homo_lumo_gap_ha": 0.3545, "e_homo_ev": -9.0, "smiles": "CCOCCOC[SiH2]O[Si@](CCC(C)C)([PH2]=O)[C@@H](C)CC.CCOC(C)=O.CCOC(C)=O"}